1.
{"formula": "C29H30Cl2N5O3Ta", "method": "ωB97M-V with the def2-TZVPD basis set", "total_energy_ha": -2599.6983, "fmax_ev_per_a": 1.41, "e_lumo_ev": -6.189, "homo_lumo_gap_ev": 7.094, "total_charge": 2, "relative_energy_kcal_mol": 6.0, "elements": ["Ta", "Cl", "Cl", "O", "O", "O", "N", "N", "N", "N", "N", "C", "C", "C", "C", "C", "C", "C", "C", "C", "C", "C", "C", "C", "C", "C", "C", "C", "C", "C", "C", "C", "C", "C", "C", "C", "C", "C", "C", "C", "H", "H", "H", "H", "H", "H", "H", "H", "H", "H", "H", "H", "H", "H", "H", "H", "H", "H", "H", "H", "H", "H", "H", "H", "H", "H", "H", "H", "H", "H"], "xyz": [[-0.32298, 0.56903, -0.29609], [-4.06916, -0.28106, 1.12466], [-3.81833, -4.63554, 4.24252], [-1.15709, -0.75695, 0.74954], [-1.20711, 1.91254, 0.68891], [1.23082, 0.73128, 0.75934], [1.42722, 0.93080, -1.86687], [0.66488, -1.51925, -0.91002], [-0.43107, 2.50122, -1.67330], [0.28132, -2.81467, 1.69918], [-2.02432, -0.03291, -1.72392], [0.98944, -3.79929, 2.20171], [0.99553, 1.28975, -3.21917], [4.58165, 0.57806, 2.12751], [3.32052, 0.86383, -0.32492], [-0.37674, 3.70462, -1.20935], [-2.10713, -0.49130, -3.15416], [5.34744, 0.73030, 0.97247], [-0.39993, -2.42614, -3.04023], [-1.64811, -3.66705, 2.91213], [-0.84510, -4.70890, 3.42789], [0.47154, -4.77113, 3.07797], [-1.02921, -2.73365, 2.05630], [2.57604, 0.71564, 0.84914], [-1.79486, -1.65461, 1.52532], [-1.84216, -1.97829, -3.29268], [-0.59132, 4.11491, 0.15082], [3.19633, 0.57530, 2.07702], [4.71918, 0.88380, -0.24493], [-0.01608, -2.66198, -1.58189], [-1.02430, 3.18816, 1.09922], [-0.11682, 2.34572, -3.09333], [-1.08605, 4.88682, 2.76063], [-0.40846, 5.45024, 0.52997], [-3.75738, -2.49404, 2.65661], [-3.03411, -3.51240, 3.20026], [-3.12691, -1.56008, 1.81167], [-1.28907, 3.56189, 2.40265], [2.67774, 1.06818, -1.59916], [-0.64583, 5.83125, 1.83360], [-1.39283, 0.06657, -3.75132], [-2.48099, -0.76127, -1.17434], [-1.01736, 2.04101, -3.62374], [1.83397, 1.67554, -3.79911], [-2.13069, -2.25607, -4.30717], [-2.64662, 0.76981, -1.61016], [-1.28202, 5.19394, 3.77941], [-0.08370, 6.17714, -0.20487], [-4.81137, -2.39025, 2.87116], [1.60055, -1.42071, -1.29370], [5.30170, 1.01805, -1.14858], [0.63879, -3.53134, -1.51238], [-2.52314, -2.52979, -2.63442], [1.11612, -5.55415, 3.45069], [-3.10481, -0.25618, -3.52380], [-1.28288, -5.44172, 4.09121], [3.34124, 1.37658, -2.40919], [0.29953, -1.71419, -3.48923], [-0.14170, 4.50884, -1.90862], [6.42616, 0.73814, 1.03381], [0.78106, -1.85797, 0.06348], [2.03299, -3.84450, 1.90845], [0.63530, 0.39632, -3.72834], [5.07497, 0.46682, 3.08398], [-0.89737, -2.89905, -0.98073], [-1.64589, 2.82771, 3.11153], [-0.50127, 6.85860, 2.13557], [0.19490, 3.29649, -3.52587], [-0.24039, -3.35878, -3.58081], [2.59576, 0.47031, 2.97008]], "forces_ev_per_angstrom": [[1.03, -0.24, -0.92], [0.02, 0.02, 0.00], [0.00, 0.00, 0.00], [-0.42, 0.40, 0.06], [-0.27, -0.01, 0.75], [0.10, 0.16, 0.19], [-0.17, 0.10, 0.11], [-0.13, -0.03, 0.09], [0.07, -0.09, 0.22], [-0.02, -0.05, 0.08], [-0.06, -0.01, -0.21], [0.00, 0.01, 0.01], [0.00, -0.01, 0.00], [0.00, 0.00, -0.01], [-0.04, 0.01, -0.04], [-0.09, 0.06, 0.01], [0.02, -0.02, 0.05], [0.00, 0.00, 0.00], [0.01, 0.02, -0.01], [-0.02, 0.02, 0.01], [0.00, 0.01, 0.00], [0.02, -0.01, -0.01], [-0.02, 0.02, -0.01], [-0.08, -0.13, -0.09], [0.29, -0.07, -0.04], [0.01, 0.01, 0.06], [-0.01, -0.03, -0.06], [0.01, 0.00, 0.05], [0.03, 0.00, 0.00], [-0.02, 0.02, 0.10], [-0.18, -0.11, -0.13], [-0.05, -0.05, -0.02], [-0.01, 0.00, 0.00], [0.00, 0.02, 0.00], [-0.04, 0.04, -0.02], [0.02, -0.04, 0.01], [-0.05, -0.01, 0.01], [0.00, 0.03, 0.03], [0.05, -0.07, -0.02], [0.00, 0.00, 0.00], [-0.02, 0.05, -0.02], [-0.04, 0.05, 0.06], [-0.01, 0.00, -0.04], [-0.01, -0.01, -0.02], [0.03, 0.04, -0.02], [0.00, 0.02, -0.06], [0.00, -0.01, 0.00], [0.00, -0.01, 0.00], [0.00, 0.00, 0.00], [-0.05, -0.02, -0.09], [0.00, 0.00, 0.00], [0.01, 0.00, 0.01], [0.00, -0.03, -0.03], [0.00, 0.01, 0.01], [-0.01, -0.01, 0.00], [0.00, 0.00, 0.00], [0.00, -0.02, -0.01], [0.02, -0.02, -0.05], [-0.01, 0.00, 0.00], [0.00, 0.00, 0.00], [0.09, 0.06, 0.00], [-0.01, 0.00, -0.02], [0.01, -0.03, 0.03], [0.00, 0.00, 0.00], [-0.01, -0.01, -0.04], [0.01, 0.00, 0.00], [0.00, 0.00, 0.00], [0.04, 0.00, 0.03], [-0.03, -0.03, 0.03], [0.00, 0.00, -0.01]]}


2.
{"formula": "CH3N5", "method": "ωB97M-V with the def2-TZVPD basis set", "total_energy_ha": -313.5886, "fmax_ev_per_a": 2.67, "e_lumo_ev": 0.455, "homo_lumo_gap_ev": 9.016, "relative_energy_kcal_mol": 44.2, "elements": ["N", "N", "N", "N", "N", "C", "H", "H", "H"], "xyz": [[-1.38867, -0.73073, -0.75890], [1.09473, 1.57533, -0.81912], [-0.77227, -1.13431, 0.29317], [0.25779, -0.23563, 0.62793], [-0.78934, 0.22486, -1.30191], [0.30826, 0.59950, -0.47459], [1.71221, 1.79269, -0.05601], [-1.08185, -1.86571, 0.93462], [0.65912, -0.22600, 1.55482]], "forces_ev_per_angstrom": [[-0.75, -0.99, -0.92], [-1.43, -1.36, 0.65], [0.81, -0.39, 2.52], [-0.65, -0.82, -0.90], [0.48, 0.67, 0.15], [1.10, 2.09, -0.78], [0.61, 0.04, 0.25], [-0.09, 0.62, -0.55], [-0.07, 0.14, -0.41]]}


3.
{"formula": "CH5NS", "method": "ωB97M-V with the def2-TZVPD basis set", "total_energy_ha": -493.8849, "fmax_ev_per_a": 1.85, "e_lumo_ev": [-0.273, 0.080], "homo_lumo_gap_ev": [8.426, 8.526], "relative_energy_kcal_mol": 78.4, "elements": ["S", "N", "C", "H", "H", "H", "H", "H"], "xyz": [[-1.67227, -1.01328, -0.27161], [-0.84921, 0.17483, -0.98974], [1.25832, 0.38234, 0.72512], [0.86475, -0.49768, 1.15424], [-1.71452, -1.71399, -1.35612], [1.57832, 1.13733, 1.42619], [-0.98633, 0.95155, -0.36086], [1.52093, 0.57891, -0.32722]], "forces_ev_per_angstrom": [[-0.39, 0.11, 0.79], [-0.11, 0.59, -0.13], [0.96, 1.45, -0.63], [-0.29, -0.92, -0.16], [-0.15, -1.34, -0.96], [-0.06, 0.17, 0.10], [0.31, 0.66, 0.21], [-0.27, -0.70, 0.79]]}


4.
{"formula": "C14H16N3OSbSe4Zr", "method": "ωB97M-V with the def2-TZVPD basis set", "total_energy_ha": -10675.7657, "fmax_ev_per_a": 0.94, "e_lumo_ev": -1.319, "homo_lumo_gap_ev": 6.242, "relative_energy_kcal_mol": 28.4, "elements": ["Sb", "Zr", "Se", "Se", "Se", "Se", "O", "N", "N", "N", "C", "C", "C", "C", "C", "C", "C", "C", "C", "C", "C", "C", "C", "C", "H", "H", "H", "H", "H", "H", "H", "H", "H", "H", "H", "H", "H", "H", "H", "H"], "xyz": [[3.36282, 1.23031, -0.15501], [1.00135, -0.68301, 0.27474], [5.50860, 2.10220, 0.03758], [2.49370, -0.10491, 2.35968], [0.65294, 1.31161, 2.14907], [3.25121, -1.06052, -1.16699], [-0.51312, -1.54668, 1.62978], [1.40506, -3.09034, 0.36978], [-1.05732, -1.86236, 3.78660], [0.97203, -4.77648, 4.77117], [-1.32881, -2.75147, -1.86214], [-1.01250, -1.30075, -1.62809], [-1.18258, 3.66370, -0.16546], [-0.42324, 1.46814, -1.18125], [0.11104, 3.64643, -2.32033], [0.30772, 0.69184, -2.08440], [1.10721, -3.39823, 1.44965], [0.00899, -0.65614, -2.32168], [-1.71402, -0.53673, -0.68061], [-1.43044, 0.80446, -0.46247], [0.75494, -4.17275, 3.81421], [-0.11664, 2.94077, -0.98198], [0.47470, -3.37632, 2.68488], [-0.38077, -2.24104, 2.69825], [-2.00002, 1.33788, 0.28379], [-1.40536, -0.91669, 3.78414], [-1.25284, 3.28091, 0.85369], [-0.92880, 4.72060, -0.09170], [-1.39120, -2.96039, -2.92984], [-0.76158, 3.55023, -2.97053], [0.28859, 4.70812, -2.15071], [0.97681, 3.25883, -2.85668], [-0.55164, -3.39216, -1.44159], [-2.16811, 3.58954, -0.63301], [0.81475, 2.97340, -0.40742], [-0.88853, -2.32164, 4.66655], [-2.27731, -3.02137, -1.40130], [0.62472, -1.21141, -3.01714], [-2.47171, -1.01902, -0.07835], [1.13935, 1.12143, -2.62487]], "forces_ev_per_angstrom": [[-0.23, 0.14, 0.11], [-0.49, 0.56, 0.58], [0.41, 0.08, -0.05], [0.08, -0.14, -0.08], [-0.02, -0.26, -0.23], [-0.11, -0.15, 0.05], [0.07, 0.25, -0.09], [-0.02, 0.13, -0.21], [0.00, -0.04, -0.04], [-0.11, -0.03, 0.01], [-0.02, 0.00, -0.01], [-0.06, 0.00, 0.05], [-0.02, 0.02, 0.02], [0.04, -0.06, 0.02], [0.00, 0.01, -0.04], [0.07, -0.15, -0.05], [0.02, -0.15, 0.01], [0.15, -0.04, 0.07], [0.08, -0.19, -0.04], [0.06, -0.10, 0.02], [0.18, 0.07, 0.00], [-0.02, -0.06, 0.02], [-0.09, 0.02, 0.02], [0.09, 0.01, -0.12], [0.01, 0.00, 0.01], [-0.02, -0.02, 0.05], [0.01, -0.01, 0.00], [0.01, 0.00, 0.00], [0.00, 0.00, 0.00], [-0.01, 0.00, 0.02], [0.00, 0.00, 0.01], [0.00, -0.01, 0.01], [0.01, 0.00, -0.01], [0.01, 0.00, -0.01], [0.01, 0.04, -0.02], [0.00, 0.01, 0.01], [0.00, 0.00, 0.01], [-0.04, 0.02, -0.05], [-0.02, 0.02, -0.01], [-0.02, 0.04, -0.01]]}


5.
{"formula": "C4H9N2", "method": "ωB97M-V with the def2-TZVPD basis set", "total_energy_ha": -266.9971, "fmax_ev_per_a": 6.66, "e_lumo_ev": -4.107, "homo_lumo_gap_ev": 10.204, "total_charge": 1, "relative_energy_kcal_mol": 64.1, "elements": ["N", "N", "C", "C", "C", "C", "H", "H", "H", "H", "H", "H", "H", "H", "H"], "xyz": [[0.53793, 0.20863, -0.35406], [-1.25072, 1.14027, 0.97755], [-1.52458, -1.17655, -0.02255], [1.67447, -0.65900, -0.59929], [-0.84251, 0.15207, 0.20865], [1.78426, 0.84322, -0.23444], [2.16996, 1.57904, -0.96583], [-2.21122, 1.32881, 1.38102], [-2.50978, -1.08102, -0.36241], [1.71825, -1.49906, 0.12830], [-0.79024, 2.02946, 0.70026], [2.03034, 1.24860, 0.76657], [-1.59676, -1.72754, 0.85171], [1.73036, -0.73360, -1.67148], [-0.91976, -1.65332, -0.80398]], "forces_ev_per_angstrom": [[-6.52, 0.52, 1.26], [-0.59, 2.21, -0.90], [1.96, 1.68, -1.54], [-1.38, 0.92, 0.61], [5.09, -1.46, -1.05], [0.93, 0.83, 1.49], [-0.70, -0.78, -0.15], [1.42, -1.06, -0.99], [-1.50, 0.52, -0.69], [0.74, 0.76, -0.83], [-0.19, -0.65, 0.95], [0.12, -0.95, -0.32], [0.30, -1.18, 1.83], [0.70, -1.06, -0.12], [-0.37, -0.29, 0.44]]}


6.
{"formula": "C14H24N2S", "method": "ωB97M-V with the def2-TZVPD basis set", "total_energy_ha": -1055.4136, "fmax_ev_per_a": 7.89, "e_lumo_ev": 0.484, "homo_lumo_gap_ev": 9.163, "relative_energy_kcal_mol": 81.0, "elements": ["S", "N", "N", "C", "C", "C", "C", "C", "C", "C", "C", "C", "C", "C", "C", "C", "C", "H", "H", "H", "H", "H", "H", "H", "H", "H", "H", "H", "H", "H", "H", "H", "H", "H", "H", "H", "H", "H", "H", "H", "H"], "xyz": [[0.67007, 0.73972, 3.66241], [-1.49443, -0.94409, 3.13231], [-2.17223, 0.40631, 0.82903], [-1.23740, 0.88751, 1.69530], [-0.86119, 0.15644, 2.84547], [1.48769, -1.88485, 4.64474], [-0.42717, 2.24258, 1.39365], [1.38747, -0.02699, -3.00295], [0.56217, 0.56237, -3.94527], [-2.73445, -0.78560, 1.09409], [0.83894, 1.85003, 0.52804], [-0.99466, -0.04392, -3.97630], [-0.72719, -1.50163, -4.49948], [-2.45159, -1.41232, 2.28912], [1.68875, 1.00058, -1.77946], [0.89422, -0.50988, 5.03669], [0.43968, 1.21263, -0.83136], [-0.18740, 0.31485, -0.73772], [0.00131, 2.54483, 2.43252], [-0.44662, -1.68357, -5.54878], [2.73167, 0.64660, -1.35322], [-1.66764, -2.18760, -4.15226], [1.36778, 2.65937, 0.19952], [0.90910, -0.92350, -2.65484], [0.05939, -2.02513, -3.92345], [-1.47281, -0.07926, -2.95525], [-0.14836, 1.95452, -1.42667], [2.35710, -0.36365, -3.49090], [-1.11378, 3.03055, 1.07986], [-2.85237, -2.43069, 2.66488], [0.87284, -2.22303, 3.90249], [1.90923, 1.95191, -2.38495], [1.20780, -2.62755, 5.50381], [1.43383, -0.17334, 6.01260], [0.37106, 1.67747, -3.96257], [0.89370, 0.41830, -4.92783], [1.44206, 1.03219, 1.05323], [2.63186, -2.10636, 4.43648], [-3.48476, -1.24066, 0.37886], [-1.57664, 0.56835, -4.68367], [-0.10701, -0.68351, 5.42184]], "forces_ev_per_angstrom": [[-0.31, -1.25, 1.31], [-0.38, -0.82, 0.25], [1.18, 0.58, 0.95], [0.02, 1.29, -1.28], [0.59, 0.40, -0.82], [1.68, -0.98, 3.02], [0.67, -2.14, 2.06], [3.96, -0.29, 3.87], [-6.63, 3.11, -2.95], [-0.82, -0.13, 0.02], [-2.61, -3.41, -0.14], [2.87, -0.74, -0.38], [-2.76, -1.92, 1.97], [0.64, -1.71, 1.59], [1.51, -1.08, -1.50], [1.06, -0.17, 1.53], [0.76, 0.67, -1.25], [0.45, 0.15, 0.01], [-0.98, -0.10, -1.82], [-0.57, 0.57, 0.25], [-2.29, 0.78, -0.06], [1.90, 1.42, -1.46], [1.85, 2.34, 0.09], [0.10, -0.51, 0.68], [-0.15, 0.61, -0.15], [0.58, 0.20, -1.08], [-0.05, -0.54, 0.66], [-0.85, 0.48, 0.88], [0.35, -0.16, -0.56], [0.27, 1.91, -1.09], [-1.07, -1.12, -2.52], [-0.17, -1.02, 1.36], [0.67, 1.36, -1.15], [-0.63, 0.44, -2.16], [0.76, -0.83, 0.77], [0.45, -0.48, -1.67], [-0.56, 1.63, -0.39], [-2.40, 1.20, 0.26], [1.07, 0.82, 0.77], [0.05, -0.39, 0.39], [-0.22, -0.17, -0.28]]}